# 1
ORCA calculation (ωB97M-V/def2-TZVPD) on a 2-piece molecular cluster, C5H15N2O overall in a non-equilibrium geometry.

Output
HOMO (eV): -13.814
Net charge: +1
Frontier orbital gap (Ha): 0.4014

Last column: Mulliken charge in e.
Positions of all 23 atoms, in Å:
C1 1.34286 1.23506 -1.96326  -1.446
C2 0.57629 0.50570 -0.83051  0.560
C3 0.62199 1.34714 0.43708  -1.169
C4 0.48799 0.49559 1.74001  -0.777
C5 -0.47844 -1.60506 2.24386  -0.213
N1 -0.39661 -0.60732 1.48332  -0.211
N2 -0.88196 0.39858 -1.27266  -0.277
H1 0.81118 1.21627 -2.93088  0.456
H2 2.27758 0.69378 -2.17335  0.319
H3 1.54078 2.27649 -1.74056  0.377
H4 0.97129 -0.48957 -0.69682  0.314
H5 1.57356 1.87649 0.48189  0.460
H6 -0.13866 2.10549 0.34349  0.400
H7 1.50324 0.17852 1.98010  0.426
H8 0.21423 1.18106 2.54338  0.398
H9 -1.00126 -2.47575 1.84411  0.055
H10 -0.12246 -1.80578 3.25947  0.287
H11 -1.15266 -0.58596 -1.47983  0.303
H12 -0.98962 0.95103 -2.11781  0.361
H13 -1.51712 0.72027 -0.54983  0.359
H14 -1.31842 -3.22210 -0.35721  0.330
H15 -2.04317 -1.93046 0.27931  0.344
O1 -1.88063 -2.45947 -0.52330  -0.655

***

# 2
ORCA calculation (ωB97M-V/def2-TZVPD) on one molecule with the formula C4H7NO4 in a non-equilibrium geometry.

Output
HOMO (eV): -9.402
SMILES string: N[C@@H](CC(=O)O)C(=O)O
Net charge: 0
Frontier orbital gap (Ha): 0.3606

Last column: Mulliken charge in e.
Positions of all 16 atoms, in Å:
C1 0.69982 -0.38216 0.69142  0.052
C2 -0.56314 -1.34522 0.76877  0.377
C3 0.14984 1.03136 0.38000  -0.626
C4 -0.55498 1.05640 -1.03508  0.451
H1 1.07896 -1.02561 -1.31078  0.249
H2 2.40343 -0.57484 -0.43877  0.212
H3 1.24519 -0.50900 1.61949  0.386
H4 -0.63160 1.25970 1.11427  0.396
H5 1.02751 1.80579 0.43534  0.281
H6 -0.39565 2.06583 -2.74462  0.393
H7 -2.12828 -1.54873 1.77462  0.340
N1 1.45461 -0.91553 -0.32704  -0.581
O1 -0.73509 -2.33084 0.20008  -0.440
O2 -1.48137 0.27563 -1.32877  -0.557
O3 -0.20707 2.08329 -1.71867  -0.444
O4 -1.36219 -0.94606 1.91973  -0.489